12
Properties=species:S:1:pos:R:3 method="wB97M-V/def2-TZVPD" charge=-1 homo_lumo_gap_ev=6.025 energy_ha=-1274.9939 relative_energy_kcal_mol=10.9 e_lumo_ev=3.51 homo_ev=-2.513
H 0.9450 -1.3870 -1.2434
H 2.3011 -0.3260 -1.4425
C -1.8246 1.4014 -0.0713
C 1.9484 -1.1957 -0.8831
S -1.4435 0.0107 2.6761
H -1.0823 1.6953 -0.8255
H 2.6540 -1.9991 -1.0358
H 0.6527 -0.7240 1.1412
S -1.6793 -0.3158 0.5892
H -1.6993 2.0584 0.7845
S 2.0048 -0.7732 0.8959
H -2.7770 1.5550 -0.5852